Entry from the OMol25 dataset: 2 unconnected molecules or ions with the total composition C6H13O2 (wB97M-V/def2-TZVPD).

## Properties
E_HOMO = -2.26 eV
Molecular weight = 117.168 g/mol
Net charge = -1
ΔE to the lowest compared entry with this formula, charge and spin = 85.1 kcal per mole
HOMO-LUMO gap = 5.188 eV
Maximum force = 3.08 eV Å⁻¹

Each line ends with the Mulliken charge.
CARTESIAN COORDINATES (ANGSTROEM)
C: -0.17 3.23 -0.47  -0.42
O: 0.78 4.14 -0.60  -0.86
C: 0.10 2.16 0.74  -0.48
C: -0.68 0.90 0.44  -0.69
C: 0.06 -0.44 0.51  -0.30
C: 1.01 -0.78 -0.35  -0.04
C: 1.80 -2.05 -0.35  -1.27
H: -0.34 2.65 -1.41  0.15
H: -1.20 3.61 -0.15  0.16
H: 1.19 2.15 0.63  0.20
H: -0.20 2.79 1.57  0.34
H: -1.38 0.77 1.28  0.25
H: -1.22 0.92 -0.52  0.37
H: -0.14 -0.99 1.43  0.29
H: 1.19 -0.10 -1.18  0.35
H: 1.49 -2.78 0.40  0.31
H: 2.88 -1.89 -0.28  0.32
H: 1.80 -2.50 -1.35  0.33
H: -3.13 -3.92 -0.22  0.32
H: -1.62 -3.63 0.15  0.34
O: -2.22 -4.24 -0.27  -0.66

Entry from the OMol25 dataset: 2 unconnected molecules or ions with the total composition C6H13O2 (wB97M-V/def2-TZVPD).

## Properties
E_HOMO = -3.89 eV
Molecular weight = 117.168 g/mol
Net charge = -1
ΔE to the lowest compared entry with this formula, charge and spin = 14.6 kcal per mole
HOMO-LUMO gap = 7.332 eV
Maximum force = 1.41 eV Å⁻¹

Each line ends with the Mulliken charge.
CARTESIAN COORDINATES (ANGSTROEM)
C: 0.53 -0.91 1.97  -0.67
C: 0.87 0.61 2.30  0.57
O: 1.50 1.21 1.40  -0.71
O: 0.41 1.04 3.37  -0.74
H: 0.88 -1.14 0.96  0.10
H: -0.55 -1.04 1.92  0.12
H: 1.06 -1.50 2.72  0.35
C: -0.44 -0.50 -1.92  1.06
C: -0.41 -0.89 -3.42  -1.26
C: -0.57 1.02 -1.67  -1.36
C: -1.55 -1.17 -1.11  -1.64
H: 0.48 -0.80 -1.41  0.12
H: -0.47 0.00 -4.03  0.32
H: -1.63 1.28 -1.58  0.30
H: -0.10 1.26 -0.71  0.26
H: -0.10 1.68 -2.39  0.41
H: -2.52 -0.89 -1.56  0.46
H: -1.43 -2.24 -0.98  0.36
H: -1.18 -1.60 -3.73  0.29
H: 0.52 -1.45 -3.53  0.30
H: -1.62 -0.66 -0.15  0.39

Entry from the OMol25 dataset: 2 unconnected molecules or ions with the total composition C6H13O2 (wB97M-V/def2-TZVPD).

## Properties
E_HOMO (spin up / spin down) = 4.14 / -1.27 eV
Multiplicity = 2
Molecular weight = 117.168 g/mol
Net charge = -2
Expectation value of S² = 0.751
ΔE to the lowest compared entry with this formula, charge and spin = 33.8 kcal per mole
HOMO-LUMO gap (spin up / spin down) = 2.532 / 7.821 eV
Maximum force = 2.52 eV Å⁻¹

Each line ends with the Mulliken charge.
CARTESIAN COORDINATES (ANGSTROEM)
C: -0.11 -1.18 -2.05  -0.60
C: -0.64 0.22 -2.45  -1.95
C: -1.23 -2.03 -1.36  -0.86
H: 0.16 -1.61 -3.02  0.93
H: 0.68 -1.03 -1.31  0.17
H: -1.00 0.76 -1.56  -0.36
H: -1.18 0.19 -3.43  1.67
H: -1.65 -1.33 -0.63  -1.38
H: -2.04 -2.27 -2.07  1.41
H: 0.20 0.93 -2.55  -0.06
H: -0.78 -2.90 -0.88  0.57
C: -0.39 1.16 1.15  -0.55
C: -1.20 -0.03 1.76  -1.57
C: 1.10 0.73 1.09  0.62
O: 1.52 -0.15 1.87  -0.74
O: 1.80 1.59 0.47  -0.78
H: -0.79 1.67 0.27  0.35
H: -0.33 2.13 1.73  0.32
H: -0.68 -0.86 2.25  0.25
H: -1.86 -0.44 1.00  0.27
H: -1.76 0.32 2.67  0.30

Entry from the OMol25 dataset: C6H13O3 in the gas phase (wB97M-V/def2-TZVPD).

## Properties
E_HOMO (spin up / spin down) = -9.70 / -9.67 eV
Multiplicity = 2
Molecular weight = 133.167 g/mol
Expectation value of S² = 0.755
ΔE to the lowest compared entry with this formula, charge and spin = 99.6 kcal per mole
HOMO-LUMO gap (spin up / spin down) = 10.724 / 8.220 eV
Maximum force = 4.92 eV Å⁻¹

Each line ends with the Mulliken charge.
CARTESIAN COORDINATES (ANGSTROEM)
H: -0.29 0.11 -1.34  0.18
C: -0.80 -0.18 -0.32  0.45
C: -1.84 -1.31 -0.40  -1.42
C: 0.44 -0.65 0.53  -0.85
C: 1.58 0.34 0.56  -0.58
C: 2.95 -0.28 0.45  -0.37
O: 3.46 0.04 -0.88  -0.15
O: 2.32 0.44 -1.69  -0.22
O: -1.33 0.95 0.35  -0.35
C: -2.49 1.63 -0.11  -0.75
H: -1.39 -2.22 -0.81  0.42
H: -2.22 -1.54 0.61  0.33
H: -2.68 -1.10 -1.06  0.38
H: 0.16 -0.77 1.60  0.29
H: 0.73 -1.63 0.10  0.41
H: 1.55 1.04 -0.31  0.44
H: 1.55 0.97 1.47  0.43
H: 3.62 0.16 1.24  0.25
H: 2.96 -1.42 0.61  0.28
H: -2.44 2.61 0.38  0.25
H: -2.45 1.73 -1.20  0.33
H: -3.38 1.09 0.23  0.25

Entry from the OMol25 dataset: a gas-phase ion, C6H13O3PS3 (charge -2) (wB97M-V/def2-TZVPD).

## Properties
E_HOMO = 0.05 eV
SMILES string = CCCC[C@H](S)[C@]([S-])(S)[P@](=O)([O-])O
Molecular weight = 260.342 g/mol
Net charge = -2
ΔE to the lowest compared entry with this formula, charge and spin = 2.0 kcal per mole
HOMO-LUMO gap = 5.216 eV
Maximum force = 3.77 eV Å⁻¹

Each line ends with the Mulliken charge.
CARTESIAN COORDINATES (ANGSTROEM)
C: -2.78 1.15 -0.15  -1.13
C: -1.61 0.52 0.70  -0.53
C: -0.39 0.16 -0.06  -0.52
C: 0.82 -0.22 0.78  -1.54
C: 1.97 -0.83 0.15  -0.23
S: 3.17 -1.13 1.53  -0.40
C: 2.57 0.07 -1.14  0.33
S: 2.31 1.83 -1.00  -0.62
S: 1.50 -0.62 -2.56  -0.36
P: 4.31 -0.47 -1.68  0.88
O: 4.46 -0.39 -3.19  -0.85
O: 4.81 -1.72 -1.01  -0.80
O: 5.21 0.81 -0.97  -0.52
H: -2.74 2.24 -0.32  0.30
H: -2.50 0.86 -1.20  0.29
H: -3.76 0.84 0.20  0.32
H: -2.03 -0.32 1.24  0.38
H: -1.46 1.26 1.58  0.30
H: -0.39 -0.81 -0.59  0.34
H: -0.08 0.82 -0.90  0.26
H: 1.13 0.68 1.33  0.42
H: 0.44 -0.82 1.52  0.67
H: 1.86 -1.89 -0.15  0.33
H: 4.25 -1.39 0.67  0.22
H: 2.57 -0.51 -3.35  0.21
H: 4.94 1.67 -1.29  0.25

Entry from the OMol25 dataset: a molecular structure, C6H13O3Pm (wB97M-V/def2-TZVPD).

## Properties
E_HOMO (spin up / spin down) = -9.68 / -9.66 eV
Multiplicity = 6
Molecular weight = 278.167 g/mol
Net charge = +1
Expectation value of S² = 8.908
ΔE to the lowest compared entry with this formula, charge and spin = 95.5 kcal per mole
HOMO-LUMO gap (spin up / spin down) = 6.039 / 5.639 eV
Maximum force = 4.33 eV Å⁻¹

Each line ends with the Mulliken charge.
CARTESIAN COORDINATES (ANGSTROEM)
C: 2.00 1.29 -0.90  -0.54
O: 1.74 0.55 0.28  -0.23
C: 2.39 -0.73 0.26  -0.85
C: 1.45 -1.76 -0.27  -0.37
O: 0.07 -1.59 0.24  -0.26
C: -0.96 -2.07 -0.61  -0.51
C: -2.23 -1.36 -0.23  -0.54
O: -1.94 0.04 -0.19  -0.30
C: -3.09 0.86 -0.07  -0.77
Pm: -0.11 0.55 1.13  1.20
H: 2.52 1.86 -1.66  0.36
H: 1.17 1.97 -1.19  0.04
H: 3.14 0.38 -0.80  0.37
H: 1.78 -2.78 -0.02  0.35
H: 1.37 -1.68 -1.37  0.35
H: -1.08 -3.15 -0.50  0.34
H: -0.71 -1.84 -1.66  0.37
H: -2.60 -1.68 0.76  0.35
H: -3.01 -1.56 -0.98  0.45
H: -2.76 1.90 -0.13  0.31
H: -3.79 0.65 -0.89  0.31
H: -3.59 0.69 0.90  0.36
H: 2.69 -1.15 1.24  0.20